# 1
Density functional theory data (the ωB97M-V functional and the def2-TZVPD basis) for a structure of composition C40H60O30 in a non-equilibrium geometry.

The calculation puts the LUMO energy at -0.4417 eV. Its energy relative to the best compared isomer or geometry (same formula, charge and spin) is 33.098 eV. Its max |F| is 0.21933 Eh/bohr. For the orbital gap, the calculation gives 8.82 eV. The multiplicity is 1.

Element x y z (Å)
C (-4.561, 2.666, -0.996)
H (3.394, -2.846, 1.232)
C (-0.034, 3.084, 2.620)
C (5.253, -0.024, 0.679)
O (2.236, 0.789, -0.227)
C (1.363, 1.903, -3.334)
H (1.221, -0.704, 6.443)
H (-6.489, 0.021, 0.006)
O (1.681, 2.927, -2.805)
O (-3.190, 2.174, -0.942)
H (1.843, -2.215, -4.357)
O (-2.516, 0.902, 1.821)
H (5.639, -1.684, 1.956)
H (3.261, -1.312, -4.822)
H (2.557, -4.292, 0.646)
C (-0.185, -2.357, -0.983)
O (-4.926, -1.811, 1.172)
H (-4.877, 6.043, -0.221)
C (-0.441, -1.825, 3.206)
H (-2.437, -0.952, -0.565)
H (2.217, -2.828, -1.085)
C (3.406, -3.630, 0.475)
O (-2.734, -1.981, 1.307)
H (1.167, 0.033, -5.659)
H (-2.144, 3.305, -2.275)
C (2.362, -1.268, -4.208)
O (-0.602, 2.105, 1.799)
O (1.548, -4.054, -3.401)
H (-0.529, -3.543, 1.560)
O (2.748, -1.480, -0.292)
C (4.430, -2.297, -1.427)
H (1.857, -0.053, 2.701)
H (3.127, -1.659, 2.965)
H (2.286, 0.505, 5.681)
C (-4.417, 3.828, -0.058)
H (5.820, -0.638, -0.021)
C (3.245, -3.153, -0.926)
O (0.547, -2.450, -2.191)
O (-3.734, 0.480, -4.398)
C (-1.059, 0.445, 0.371)
O (-3.963, -3.160, 2.726)
C (0.130, 2.401, 5.247)
C (-1.638, 1.594, 2.289)
O (0.174, 1.218, -3.137)
O (-3.102, 3.964, 0.293)
H (-5.191, 0.878, -0.691)
H (5.330, -2.271, -0.813)
C (-5.415, 0.174, 0.111)
H (-5.079, 3.835, 0.808)
O (0.643, -0.704, -0.417)
H (0.493, -1.883, -0.273)
C (-2.699, 0.529, -5.229)
O (-1.509, 1.736, 3.630)
C (-4.865, 5.123, -0.806)
H (0.970, 1.783, 4.926)
H (-0.124, 0.617, 4.673)
C (0.022, 0.509, -0.686)
C (-0.741, 2.875, 3.992)
H (-0.460, 1.901, 6.014)
H (-0.045, 4.126, 2.301)
H (-1.199, -1.960, -1.031)
H (-4.845, 2.855, -2.032)
C (-2.932, -0.875, 0.403)
C (-0.386, -3.831, -0.482)
H (-5.294, 0.799, 0.995)
C (4.943, -0.845, 1.955)
C (1.926, -0.552, -0.287)
O (-1.093, -2.795, 3.064)
H (-0.717, 0.331, 1.399)
O (5.410, 0.106, 2.941)
H (2.423, -1.133, 5.157)
C (-3.900, -2.375, 1.797)
H (-5.941, 5.030, -0.955)
C (1.700, -0.399, 5.512)
O (4.555, -4.593, -3.776)
H (1.247, -3.558, 0.829)
H (0.919, 2.691, 2.975)
H (4.217, -1.237, -1.294)
C (-3.492, 1.175, -3.255)
O (2.114, 1.085, -3.938)
C (0.803, 0.028, 2.966)
C (1.453, -0.054, -4.611)
O (5.983, 1.107, 1.082)
O (-1.147, 2.966, -0.253)
H (0.593, 3.273, 5.709)
H (-1.707, 3.618, -3.882)
H (2.887, -1.436, 1.239)
H (3.096, -0.103, 2.468)
H (0.916, 2.159, 0.399)
H (0.345, -4.969, 1.234)
O (-0.128, -1.447, 4.461)
H (2.454, -1.103, -3.135)
H (4.294, 0.235, 0.230)
O (0.353, -4.594, -1.459)
C (1.081, 1.584, -0.512)
H (-3.897, 2.186, -3.316)
C (0.846, -3.727, -2.449)
C (-4.495, -1.110, 0.061)
H (-1.271, 3.747, 4.374)
C (-2.018, 1.392, -3.260)
H (-0.631, 0.111, -4.644)
C (6.071, 1.124, 2.457)
C (4.337, -3.910, -2.800)
H (-3.820, 0.630, -2.371)
C (-2.429, 2.986, -0.302)
H (0.351, 0.986, 2.707)
H (-0.349, 0.312, -1.692)
C (-1.543, 2.893, -3.086)
O (0.145, -1.052, 2.370)
O (-1.757, 1.166, -4.635)
H (-4.620, -1.662, -0.870)
O (4.668, -2.603, -2.727)
H (4.379, -4.106, 0.602)
O (6.620, 1.954, 3.191)
C (0.229, -3.943, 0.886)
H (-2.695, 0.078, 0.876)
H (-1.794, -0.307, 0.082)
H (-4.294, 5.338, -1.709)
H (-5.221, 1.842, -0.725)
O (3.580, -4.281, -1.720)
H (-1.511, 0.809, -2.490)
H (-1.437, -4.069, -0.649)
H (-0.487, 3.018, -2.846)
H (-0.183, -0.764, -3.100)
C (0.088, -0.004, -3.833)
C (0.586, -0.188, 4.484)
H (-1.649, 1.361, 0.332)
C (3.442, -1.070, 2.103)
H (1.216, 2.299, -1.324)
O (-2.653, -0.022, -6.297)

Cartesian forces (eV/Å) of the 2 atoms listed first:
C 0.63 0.64 -0.05
H -0.09 -1.08 -0.50


# 2
Density functional theory data (the ωB97M-V functional and the def2-TZVPD basis) for a cluster of 2 separate species, C4H8Br2O4 in total in a non-equilibrium geometry.

The calculation puts the LUMO energy at 0.2946 eV. Its max |F| is 0.10349 Eh/bohr. For the orbital gap, the calculation gives 8.72 eV. The multiplicity is 1.

Element x y z (Å)
Br (-2.526, 0.018, -1.786)
H (-1.077, -1.224, 0.294)
H (1.019, -2.627, 0.823)
H (2.641, -1.697, 1.447)
O (-0.443, 1.784, -2.247)
H (1.221, -0.771, -1.281)
H (0.228, -1.666, 2.066)
C (-1.298, 1.429, -1.253)
Br (-2.311, 2.946, -0.353)
H (-0.154, 1.889, 1.907)
C (-0.020, 0.655, 0.372)
H (0.922, 1.103, 0.031)
O (0.291, -1.167, -1.108)
O (-0.723, 1.202, 1.484)
C (-0.047, -0.769, 0.123)
O (2.063, -0.894, 1.445)
C (0.808, -1.574, 1.130)
H (-0.594, 1.361, -3.093)

Cartesian forces (eV/Å) of the 2 atoms listed first:
Br -0.06 0.49 -0.02
H 0.81 0.93 -0.13


# 3
Density functional theory data (the ωB97M-V functional and the def2-TZVPD basis) for a cluster of 2 separate species, C2H9NS in total in a non-equilibrium geometry.

The calculation puts the LUMO energy at 0.8889 eV. Its energy relative to the best compared isomer or geometry (same formula, charge and spin) is 1.106 eV. Its max |F| is 0.08239 Eh/bohr. For the orbital gap, the calculation gives 9.76 eV. Its SMILES is CN.CS. The multiplicity is 1.

Element x y z (Å)
H (1.670, 1.413, 1.648)
H (-0.777, -0.205, 0.365)
H (-0.009, 1.406, -0.665)
H (1.602, -0.209, 1.123)
S (-1.357, -1.970, -1.255)
H (-2.519, -0.184, -0.128)
H (1.776, 1.953, -0.640)
H (-0.070, -2.103, -1.011)
C (1.023, 1.122, -0.476)
H (1.226, 0.268, -1.070)
H (-1.961, -1.430, 1.013)
N (1.099, 0.744, 0.952)
C (-1.703, -0.805, 0.142)

Cartesian forces (eV/Å) of the 2 atoms listed first:
H -1.79 -1.67 -2.60
H -1.28 -0.64 -0.08


# 4
Density functional theory data (the ωB97M-V functional and the def2-TZVPD basis) for a cluster of 10 separate species, C16H44Cl8O6 in total in a non-equilibrium geometry.

The calculation puts the LUMO energy at 0.4281 eV. Its max |F| is 0.05332 Eh/bohr. For the orbital gap, the calculation gives 10.12 eV. Its SMILES is ClCCl.ClCCl.ClCCl.ClCCl.CCO.CCO.CCO.CCO.CCO.CCO. The multiplicity is 1.

Element x y z (Å)
C (-2.817, -4.534, 2.549)
C (-1.848, -2.836, -3.195)
H (-0.171, -0.640, 4.800)
H (-1.472, 6.199, 0.865)
C (-0.605, 0.494, -1.890)
H (-0.014, 1.284, 0.051)
O (-2.789, 4.261, 0.231)
O (1.647, -1.563, 4.403)
H (0.424, -1.748, 6.033)
H (3.629, 0.671, 2.666)
H (5.041, -0.119, -2.754)
C (1.400, 0.158, 6.085)
H (3.355, 2.426, -2.667)
H (2.991, -0.921, -3.734)
Cl (3.315, -3.482, -1.482)
H (-3.564, 3.723, -0.085)
H (4.465, 0.873, -4.182)
H (-3.332, 5.404, -1.393)
C (-2.122, 6.444, 0.075)
H (-3.403, 2.060, 1.790)
H (1.438, -3.557, -2.919)
C (1.619, -3.379, -1.850)
H (0.950, 1.944, -1.282)
O (1.545, 0.435, 2.381)
Cl (-2.768, -2.099, -1.870)
Cl (1.202, -1.491, -6.113)
H (-2.448, -4.862, 1.586)
C (4.144, 1.764, -2.280)
H (-1.746, -3.928, -2.930)
C (-4.089, 1.198, 1.722)
H (1.169, -0.219, -2.296)
H (0.773, 0.560, 6.844)
H (-1.972, -4.523, 3.193)
H (-2.982, 6.886, 0.612)
H (2.883, 1.241, 1.098)
H (-4.346, -3.271, 1.899)
C (0.718, -0.997, 5.320)
H (-1.692, 4.910, -1.381)
C (0.258, -0.163, -5.351)
H (5.109, 2.353, -2.096)
C (2.866, 0.421, 1.844)
C (3.236, -0.901, 1.156)
H (2.781, -0.972, 0.161)
H (1.568, -0.227, 3.097)
H (1.289, -2.443, 4.162)
Cl (0.413, 1.331, -6.229)
H (1.224, -2.425, -1.570)
C (4.276, 0.565, -3.156)
Cl (-4.389, 0.945, -0.046)
H (1.604, 1.103, 5.444)
H (-1.679, 7.209, -0.608)
H (-2.486, -2.400, 0.926)
H (-3.643, -5.122, 3.007)
H (4.378, -1.015, 0.972)
H (-0.789, -0.464, -5.325)
H (-3.607, -2.651, 3.420)
H (-0.798, 2.506, -1.055)
H (-1.604, 0.129, -1.645)
O (-2.640, -2.086, 1.834)
H (-3.662, 0.228, 2.154)
O (3.046, -0.194, -3.070)
H (0.745, -0.039, -4.388)
Cl (-5.527, 1.638, 2.551)
Cl (0.605, -4.596, -0.946)
C (-0.098, 1.644, -0.976)
H (2.303, -0.263, 6.532)
H (2.873, -1.672, 1.766)
C (-2.515, 5.239, -0.740)
Cl (-2.633, -2.591, -4.775)
H (-0.653, 0.819, -2.951)
O (0.369, -0.600, -1.908)
H (-0.891, -2.430, -3.249)
H (3.598, 1.470, -1.292)
C (-3.456, -3.109, 2.453)

Cartesian forces (eV/Å) of the 2 atoms listed first:
C -1.28 1.59 0.46
C -1.25 -2.05 0.47